#i
22
Properties=species:S:1:pos:R:3:lowdin_charge:R:1 method="wB97M-V/def2-TZVPD" smiles="CCN(N)N.C=CN" gap_ev=8.650 e_homo_ev=-7.7
C 1.8631 -1.1946 -0.3879 -0.306
C 2.5601 -0.3859 0.4245 -0.044
C -1.4131 0.4549 -0.4904 -0.243
C -1.8025 1.9201 -0.5813 -0.111
N -1.1799 -0.0009 0.9167 -0.346
N -0.3094 0.8145 1.6414 0.027
N -1.1655 -1.3807 1.2293 0.030
N 1.5121 -0.8593 -1.6909 0.024
H 1.7865 -2.2546 -0.1718 0.105
H 0.6601 0.6236 1.3700 0.029
H -0.3741 0.6073 2.6330 0.076
H -0.6675 -1.9019 0.5015 0.049
H -2.1200 -1.7243 1.2341 0.066
H 1.5589 -1.5893 -2.3846 0.085
H 1.8706 0.0333 -2.0001 0.090
H 2.9232 -0.7410 1.3721 0.048
H 2.7421 0.6478 0.1734 0.055
H -0.5260 0.2751 -1.1160 0.071
H -2.2311 -0.1737 -0.8552 0.103
H -2.0080 2.1794 -1.6189 0.065
H -2.6918 2.1158 0.0116 0.069
H -0.9878 2.5347 -0.2105 0.056

#ii
22
Properties=species:S:1:pos:R:3:lowdin_charge:R:1 method="wB97M-V/def2-TZVPD" gap_ev="8.233 / 8.228" e_homo_ev="-7.6 / -7.6"
C 1.1418 0.5645 -1.4482 -0.096
C -0.7224 2.0410 -0.9565 -0.092
N 0.0658 0.8981 -0.5302 -0.256
C 0.3747 0.8837 0.8602 -0.482
N 1.5534 1.2572 1.4111 0.019
H 2.3282 0.9938 0.8006 -0.001
H -0.4799 1.2690 1.4171 0.122
H 0.7149 0.3915 -2.4363 0.082
H 1.8960 1.3604 -1.5344 0.085
H -1.5662 2.1810 -0.2801 0.080
H -1.1229 1.8467 -1.9536 0.081
H -0.1399 2.9741 -0.9866 0.088
H 1.6385 -0.3517 -1.1299 0.075
C -1.5281 -2.0620 0.1090 -0.194
N -0.2984 -2.3872 0.8021 -0.074
N 0.5241 -0.7859 1.3158 0.123
H -0.5131 -2.8601 1.6809 0.061
H 0.5491 -0.8089 2.3282 0.092
H 1.1319 -1.4631 0.8210 0.085
H -1.9294 -2.9691 -0.3592 0.074
H -1.3102 -1.3426 -0.6814 0.056
H -2.3080 -1.6304 0.7502 0.072

Stability ranking, top and bottom: #i is the most stable and #ii is the least stable.

#i
10
Properties=species:S:1:pos:R:3:lowdin_charge:R:1 method="wB97M-V/def2-TZVPD" charge=-1 gap_ev=8.293 e_homo_ev=-3.9
C 0.7941 -0.0490 -1.1038 -0.680
C 0.1911 0.9096 -0.2091 -0.168
O 1.1273 -1.2481 -0.5003 -0.009
O 0.9388 0.0592 -2.3246 -0.023
O -0.8971 -1.5768 1.2343 -0.696
P -1.6890 -0.3427 0.8177 0.649
H -0.0902 1.8768 -0.8426 0.088
H 0.4605 1.1640 0.7466 -0.027
H 0.4135 -1.2047 0.1946 -0.002
H -1.2490 0.4117 1.9870 -0.132

#ii
10
Properties=species:S:1:pos:R:3:lowdin_charge:R:1 method="wB97M-V/def2-TZVPD" charge=-1 smiles="CC(=O)[P@@H](=O)[O-]" gap_ev=8.467 e_homo_ev=-4.2
C -0.0373 -1.0603 -0.3510 -0.468
C 0.6262 0.0907 0.3622 -0.097
O -1.9998 -0.2292 1.2581 -0.472
O -1.7242 0.9256 -1.0166 -0.447
O 0.5579 -1.9593 -0.8902 -0.008
P -1.8090 -0.3695 -0.2382 0.350
H -2.9498 -1.1830 -0.4992 -0.001
H -0.2167 0.8265 0.3185 0.049
H 1.5599 0.2998 -0.0441 0.060
H 0.7683 -0.1879 1.3184 0.035

Stability ranking, top and bottom: #ii is the most stable and #i is the least stable.

#i
24
Properties=species:S:1:pos:R:3:lowdin_charge:R:1 method="wB97M-V/def2-TZVPD" charge=-1 s2=0.75 gap_ev="2.674 / 10.438" spin_multiplicity=2 e_homo_ev="0.3 / -7.7"
O 0.7953 -0.0466 -2.6512 -0.116
H 0.2659 -0.8340 -2.7775 0.010
H 1.0617 -0.0814 -1.7325 -0.021
O -1.7947 -2.4548 0.0582 -0.232
H -1.9304 -2.2539 0.9841 -0.017
H -0.9614 -2.9251 0.0342 -0.053
O -0.0383 -0.0286 0.0383 -0.122
H -0.6000 -0.7839 -0.1352 -0.006
H 0.4010 -0.2403 0.8620 0.008
O -4.2315 -1.4761 -1.2648 -0.130
H -3.2946 -1.5094 -1.0716 -0.031
H -4.5859 -2.2743 -0.8730 0.008
O 1.1054 -0.1491 3.1568 -0.115
H 1.9088 0.0557 2.6784 -0.030
H 1.2532 -1.0266 3.5096 0.008
O -1.4572 2.1789 -0.4849 -0.089
H -0.6348 1.6905 -0.5199 -0.045
H -1.5289 2.4633 0.4263 0.026
O 2.9810 0.6344 1.1841 -0.086
H 3.7212 0.6447 0.5773 0.034
H 2.4727 1.4127 0.9560 0.002
O 1.6674 2.3697 -0.5970 -0.062
H 0.9575 2.3174 -1.2370 0.020
H 2.4669 2.3170 -1.1207 0.041

#ii
24
Properties=species:S:1:pos:R:3:lowdin_charge:R:1 method="wB97M-V/def2-TZVPD" charge=-1 s2=0.75 gap_ev="2.841 / 10.417" spin_multiplicity=2 e_homo_ev="0.1 / -7.5"
O -18.6936 -9.4101 -10.9689 -0.151
H -17.8759 -9.9025 -11.0399 -0.030
H -18.5184 -8.5868 -11.4248 0.029
O -21.7853 -8.7206 -9.9225 -0.076
H -22.0755 -8.9757 -10.7983 0.021
H -22.3545 -9.2103 -9.3289 0.007
O -19.7656 -14.2993 -10.6190 -0.090
H -19.5841 -14.6596 -9.7510 0.010
H -20.0787 -13.4108 -10.4494 -0.030
O -20.0232 -11.7977 -7.5183 -0.183
H -19.4756 -12.3421 -6.9526 0.008
H -19.4797 -11.0351 -7.7166 -0.016
O -20.2880 -11.5392 -10.2187 -0.107
H -20.5132 -11.8205 -9.3319 -0.012
H -19.7015 -10.7934 -10.0922 -0.014
O -20.7501 -11.1450 -12.8974 -0.097
H -19.9584 -11.5777 -13.2171 0.017
H -20.7264 -11.2714 -11.9489 -0.041
O -16.7901 -11.7940 -11.1767 -0.154
H -16.3970 -10.9520 -11.4064 -0.016
H -16.9624 -11.7300 -10.2373 -0.027
O -23.3507 -12.7062 -8.5636 -0.075
H -23.1356 -11.8519 -8.1893 0.007
H -23.9641 -12.5103 -9.2719 0.021

Stability ranking, top and bottom: #i is the most stable and #ii is the least stable.

#i
10
Properties=species:S:1:pos:R:3:lowdin_charge:R:1 method="wB97M-V/def2-TZVPD" gap_ev="8.043 / 8.041" e_homo_ev="-8.2 / -8.2"
C 0.5586 0.1070 -0.9138 0.056
C -0.6815 0.4597 -0.4921 -0.129
C -0.7496 -0.0160 2.4080 -0.058
C -1.3874 -0.4584 0.3477 -0.247
O 0.0707 0.5102 3.2017 -0.040
O -2.0933 -1.3997 0.3153 0.150
H 1.2472 0.6149 -1.4894 0.039
H 0.8005 -0.9193 -0.8630 0.061
H -1.2728 1.3232 -0.8887 0.135
H -1.4761 -0.5665 2.9228 0.033

#ii
10
Properties=species:S:1:pos:R:3:lowdin_charge:R:1 method="wB97M-V/def2-TZVPD" gap_ev=9.896 e_homo_ev=-9.8
O -0.4383 -1.4817 -1.6862 0.120
C -0.1521 -0.6896 -0.8339 -0.356
C 0.8398 -0.6945 0.3348 -0.096
C -0.1204 0.2334 1.0922 0.092
O -0.0137 1.5778 -0.1806 -0.010
C -0.9160 0.4544 -0.1830 -0.255
H 1.8419 -0.2883 0.1807 0.119
H 0.9162 -1.6745 0.8173 0.126
H 0.0094 1.8603 0.7894 0.111
H -1.9667 0.7027 -0.3307 0.148

#iii
10
Properties=species:S:1:pos:R:3:lowdin_charge:R:1 method="wB97M-V/def2-TZVPD" smiles="C=C=C.O=C=O" gap_ev=10.523 e_homo_ev=-9.9
C 1.0418 -0.0840 0.0418 -0.235
C -2.4636 0.2411 -0.1682 -0.453
C 0.8811 -0.5375 -1.1483 -0.023
C 1.3869 0.3732 1.1932 -0.013
O -2.5767 0.1491 -1.3012 0.214
O -2.3609 0.2577 0.9749 0.210
H 1.2602 -0.1279 -2.0968 0.069
H 0.0799 -1.3879 -1.2249 0.101
H 0.6683 1.0338 1.7859 0.084
H 2.0830 0.0824 1.9435 0.045

#iv
10
Properties=species:S:1:pos:R:3:lowdin_charge:R:1 method="wB97M-V/def2-TZVPD" smiles="C#CCOC=O" gap_ev=11.418 e_homo_ev=-10.5
O -2.4440 0.8665 0.1422 0.075
C -2.0489 -0.2681 0.0806 -0.349
O -0.7663 -0.6378 0.0084 -0.021
C 0.1623 0.4591 0.0143 -0.189
C 1.5181 -0.0775 -0.0728 -0.093
C 2.6470 -0.4860 -0.1435 0.126
H -2.6865 -1.1634 0.0752 0.148
H -0.0554 1.1223 -0.8297 0.136
H 0.0260 1.0386 0.9330 0.136
H 3.6479 -0.8537 -0.2079 0.032

Stability ranking, top and bottom: #iii is the most stable and #ii is the least stable.

#i
10
Properties=species:S:1:pos:R:3:lowdin_charge:R:1 method="wB97M-V/def2-TZVPD" smiles="OC=C=C=CO" gap_ev=8.268 e_homo_ev=-7.8
O -2.4722 -1.1920 0.9641 0.007
C -1.6427 -0.2507 0.4339 -0.213
C -0.3680 -0.4368 0.1747 -0.016
C 0.8862 -0.4246 -0.0359 -0.018
C 2.1323 -0.0140 -0.1526 -0.199
O 2.4190 1.2885 -0.4421 0.004
H -3.3004 -0.7590 1.1976 0.098
H 1.5733 1.7610 -0.4162 0.104
H -2.0702 0.7236 0.2019 0.119
H 3.0216 -0.6224 -0.0462 0.113

#ii
10
Properties=species:S:1:pos:R:3:lowdin_charge:R:1 method="wB97M-V/def2-TZVPD" smiles="C=C=C.O=C=O" gap_ev=10.385 e_homo_ev=-9.8
O 1.8570 -1.7541 -1.0831 0.194
C 0.6988 -1.6259 -1.0599 -0.409
O -0.4567 -1.4976 -1.0341 0.191
C -1.5776 0.5371 0.2753 -0.028
C -0.3587 0.8805 0.5787 -0.185
C 0.9388 0.9641 0.6946 0.006
H 1.4961 0.1661 0.2109 0.033
H -2.0254 0.8177 -0.6745 0.071
H -2.1019 -0.1969 0.8786 0.069
H 1.5297 1.7091 1.2134 0.057

Stability ranking, top and bottom: #ii is the most stable and #i is the least stable.

#i
17
Properties=species:S:1:pos:R:3:lowdin_charge:R:1 method="wB97M-V/def2-TZVPD" s2=0.75 gap_ev="5.213 / 9.599" spin_multiplicity=2 e_homo_ev="-4.3 / -8.7"
C 0.6425 -2.5958 0.4738 -0.212
C 0.1074 -2.0302 -0.8334 -0.596
S -1.3000 -0.8569 -0.6240 0.653
H 1.2006 -3.5449 0.2272 0.076
H 1.4635 -1.9241 0.9632 0.104
H -0.0361 -2.9924 1.1700 0.034
H -0.3427 -2.9832 -1.3445 0.093
H 0.9010 -1.4356 -1.3038 0.062
H -2.1160 -1.3355 0.3346 -0.156
N 0.6201 1.9293 -0.6773 0.008
C 1.0720 2.1434 0.6145 -0.395
N 0.2300 2.6157 1.5252 -0.008
H -0.2613 1.6188 -0.9545 -0.016
H 1.3089 1.9236 -1.4101 0.070
H 2.0665 1.8923 0.8644 0.068
H 0.4831 2.6656 2.5785 0.127
H -0.7498 2.9060 1.3933 0.088

#ii
17
Properties=species:S:1:pos:R:3:lowdin_charge:R:1 method="wB97M-V/def2-TZVPD" s2=0.75 gap_ev="5.817 / 9.206" spin_multiplicity=2 e_homo_ev="-4.8 / -8.2"
C 0.5644 1.8783 -0.7168 -0.449
S 0.3423 0.9137 0.7697 0.734
C 0.0952 2.0508 2.1080 -0.456
H -0.3754 2.4134 -0.9194 0.033
H 1.2012 2.7610 -0.5795 0.037
H 0.8275 1.2578 -1.5615 0.011
H -0.8125 1.8001 2.6590 0.028
H -0.0262 3.0905 1.7921 0.039
H 0.9392 2.0697 2.7942 0.025
N -0.7075 -2.3913 0.1818 0.009
C -0.8587 -2.1240 -1.1434 -0.370
N 0.1314 -1.7597 -2.0453 0.018
H 0.1199 -2.8795 0.5163 0.082
H -1.5430 -2.5970 0.6679 0.063
H -1.8662 -2.2601 -1.5214 0.084
H -0.2324 -1.4729 -2.9297 0.062
H 0.8514 -1.0958 -1.7753 0.051

Stability ranking, top and bottom: #ii is the most stable and #i is the least stable.

#i
14
Properties=species:S:1:pos:R:3:lowdin_charge:R:1 method="wB97M-V/def2-TZVPD" smiles="C[C@@H](C=O)C(=O)ON=O" gap_ev=9.807 e_homo_ev=-10.6
C 1.3343 0.0476 0.5343 -0.442
C 0.3413 0.2905 -0.5967 -0.238
C -0.5043 1.5611 -0.4549 -0.218
C -0.5533 -0.8920 -0.9732 -0.056
N -0.4439 -0.6726 1.9290 -0.003
O 2.4908 0.3342 0.4594 0.158
O 0.9365 -0.5716 1.6863 0.049
O -0.6995 -1.1823 2.9550 0.116
O -1.6519 1.6597 -0.7820 0.088
H 1.0113 0.5109 -1.4420 0.161
H 0.0801 2.4170 -0.0686 0.136
H -1.3632 -1.0134 -0.2596 0.070
H -0.9932 -0.6733 -1.9429 0.088
H 0.0150 -1.8157 -1.0441 0.090

#ii
14
Properties=species:S:1:pos:R:3:lowdin_charge:R:1 method="wB97M-V/def2-TZVPD" gap_ev=9.332 e_homo_ev=-10.2
O -1.1320 -2.1325 2.0706 -0.014
C -1.0727 -1.5549 0.8060 -0.196
C -0.5338 -0.1568 0.8918 -0.301
O -0.2313 0.4184 1.9070 0.171
C -0.3833 0.6055 -0.4363 -0.234
O -1.3446 0.9133 -1.0900 0.150
C 1.0282 1.0055 -0.8695 -0.416
N 1.3426 0.9674 -2.1318 0.123
H -1.5493 -2.9957 2.0062 0.100
H -0.4120 -2.1072 0.1096 0.147
H -2.0605 -1.4898 0.3117 0.145
O 1.9735 0.3615 -0.2349 -0.015
H 0.5780 1.2694 -2.7322 0.072
H 2.5133 0.1590 -1.3255 0.270

Stability ranking, top and bottom: #i is the most stable and #ii is the least stable.

#i
13
Properties=species:S:1:pos:R:3:lowdin_charge:R:1 method="wB97M-V/def2-TZVPD" smiles=[H][H].C1CO1.N gap_ev=11.013 e_homo_ev=-9.8
N -2.2942 0.6294 -0.1243 0.026
H -3.0840 0.0559 0.1281 0.005
H 2.3596 0.5841 2.6242 0.031
H -2.5089 1.1724 -0.9499 0.008
H -1.5229 0.0440 -0.4269 -0.028
C 0.9285 0.4252 -0.4230 -0.219
O 0.3311 -0.8197 -0.6967 -0.114
C 1.0032 -0.6292 0.5870 -0.162
H 0.4609 1.3721 -0.2496 0.098
H 1.8436 0.5792 -0.9828 0.103
H 0.2648 -0.5971 1.3909 0.105
H 1.9129 -1.2226 0.6391 0.104
H 2.2161 1.2964 2.4632 0.042

#ii
13
Properties=species:S:1:pos:R:3:lowdin_charge:R:1 method="wB97M-V/def2-TZVPD" smiles=COC.N gap_ev=10.682 e_homo_ev=-9.9
C -0.4975 -1.1899 -2.2299 -0.115
N 0.6900 3.0783 2.2735 0.020
H 0.1072 -2.0015 -2.5502 0.052
H -1.4352 -1.2164 -2.9153 0.108
H 0.0176 -0.1855 -2.3459 0.092
H 1.6829 3.0668 1.9306 0.038
H 0.2308 3.5597 1.5830 -0.044
H 0.2827 2.2011 2.5038 -0.013
C -0.2127 -1.4318 0.3578 -0.097
O -1.0257 -1.1346 -0.8722 -0.275
H 0.1365 -0.5900 0.9811 0.054
H -0.7653 -2.0717 1.0725 0.066
H 0.7887 -2.0845 0.2114 0.114

#iii
13
Properties=species:S:1:pos:R:3:lowdin_charge:R:1 method="wB97M-V/def2-TZVPD" smiles=CCN.O gap_ev=10.095 e_homo_ev=-9.1
C -0.8573 1.6548 -0.4646 -0.113
C -0.9532 1.1036 0.9581 -0.370
N 0.3400 0.9196 1.5924 -0.026
H -0.0237 1.1029 -0.8980 0.068
H -1.7557 1.4601 -1.0463 0.064
H -0.6701 2.7248 -0.4740 0.062
H -1.5978 1.7665 1.5362 0.092
H -1.4587 0.1448 0.8993 0.099
H 0.8349 1.7863 1.7840 0.067
H 0.2214 0.4193 2.4619 0.057
H 2.1987 -4.4585 -2.8117 0.037
H 1.5357 -4.6277 -1.5840 0.041
O 2.1856 -3.9966 -1.9533 -0.078

#iv
13
Properties=species:S:1:pos:R:3:lowdin_charge:R:1 method="wB97M-V/def2-TZVPD" smiles=COC.N gap_ev=10.236 e_homo_ev=-9.2
C -1.6558 -0.0752 -0.6141 -0.093
N 1.4115 1.3680 1.6022 0.023
H -1.9726 0.8906 -0.9924 0.082
H -1.9454 -0.9003 -1.2627 0.082
H -2.0413 -0.1751 0.4028 0.086
H 1.1912 1.1621 0.6365 -0.017
H 1.1950 2.3328 1.8108 0.002
H 1.0366 0.7094 2.2437 -0.010
C 0.4490 -1.2936 -0.6856 -0.111
O -0.2339 -0.0681 -0.4983 -0.293
H -0.2446 -2.1055 -0.4676 0.084
H 0.8711 -1.3321 -1.6953 0.086
H 1.3235 -1.2946 -0.0368 0.080

Stability ranking, top and bottom: #iii is the most stable and #i is the least stable.